# 1
{"formula": "C6H8OS", "method": "ωB97M-V/def2-TZVPD", "gap_ha": 0.3501, "e_above_lowest_kcal_mol": 47.60, "species": ["C", "H", "H", "C", "S", "H", "C", "H", "C", "O", "H", "C", "H", "C", "H", "H"], "positions_angstrom": [[-2.122805, -0.625873, 0.136159], [-0.340522, 0.660182, -1.919264], [2.274608, -0.983411, 0.690098], [-0.668696, -0.313983, -0.111107], [0.312726, -1.647752, -0.878588], [0.068123, -1.281284, 1.677284], [0.188737, -0.327678, 1.170302], [1.977828, 0.921899, -1.500135], [-0.163190, 0.896961, -0.832027], [-2.994588, 0.012010, -0.487777], [-2.304928, -1.535119, 0.948403], [1.425876, 0.777924, -0.535794], [0.106339, 0.586532, 1.859854], [1.409460, -0.532315, 0.278975], [-0.780661, 1.684703, -0.527759], [1.611700, 1.707199, 0.031374]], "atomic_forces_ev_per_a": [[-1.8, 0.8, -1.3], [0.1, 0.9, 1.0], [1.0, -0.2, 0.1], [-0.5, -0.9, 1.6], [1.0, -0.2, 1.1], [-0.4, 0.2, 0.6], [0.0, -0.2, 0.4], [-0.3, -0.9, 1.0], [0.6, -2.2, -2.5], [1.9, -2.2, 2.3], [0.1, 2.1, -1.9], [-1.6, 1.8, -0.6], [0.3, -1.3, -1.0], [-0.8, 0.9, -1.5], [-0.1, 2.0, 0.4], [0.6, -0.7, 0.4]], "nbo_charge": [0.435, 0.223, 0.226, -0.237, 0.134, 0.223, -0.430, 0.232, -0.418, -0.515, 0.133, -0.433, 0.214, -0.225, 0.223, 0.215]}

# 2
{"formula": "C6H8OS", "method": "ωB97M-V/def2-TZVPD", "gap_ha": 0.3501, "e_above_lowest_kcal_mol": 83.70, "species": ["C", "C", "H", "C", "O", "C", "H", "H", "H", "C", "H", "H", "S", "C", "H", "H"], "positions_angstrom": [[-0.876004, -1.127448, 1.017500], [0.093011, 0.921887, -0.062803], [1.651734, 2.460065, -0.106117], [-0.465851, -1.260437, -0.442230], [-1.533157, -0.399170, -0.944939], [0.576507, 2.208680, 0.034083], [-0.127064, 3.195793, 0.311775], [-2.002505, -1.500785, 1.252474], [-0.372840, -1.249900, 2.014251], [-1.234398, 0.291005, 0.359725], [0.867468, -0.021944, -1.767499], [-0.444046, -2.224008, -1.032570], [2.217112, -0.651635, 0.158395], [0.726746, -0.282202, -0.676760], [-1.915690, 1.099347, 0.724371], [2.838983, -1.459253, -0.839654]], "atomic_forces_ev_per_a": [[-4.1, 1.3, 0.9], [0.3, 2.5, 1.2], [-1.0, -0.4, -0.4], [0.6, -1.8, -2.4], [-0.1, -0.2, 2.4], [-2.1, 0.4, 0.7], [1.9, -3.1, -0.4], [2.7, 0.2, -1.0], [0.4, 0.3, -1.6], [0.2, 2.3, -0.4], [-0.1, -0.8, 1.1], [0.2, 0.9, 0.9], [2.2, -1.3, -0.8], [-0.1, 0.1, -1.3], [-0.1, -1.3, -0.2], [-0.8, 0.9, 1.3]], "nbo_charge": [-0.458, -0.013, 0.219, 0.066, -0.517, -0.404, 0.212, 0.234, 0.250, 0.042, 0.259, 0.211, -0.003, -0.448, 0.215, 0.134]}

# 3
{"formula": "C6H8OSe", "method": "ωB97M-V/def2-TZVPD", "gap_ha": 0.2691, "e_above_lowest_kcal_mol": 12.36, "species": ["C", "H", "H", "C", "O", "C", "H", "H", "Se", "H", "C", "H", "H", "H", "C", "C"], "positions_angstrom": [[-2.563135, -0.180633, -1.186572], [-3.021128, -0.831293, -0.442044], [-2.588587, -0.692580, -2.142325], [-1.130381, 0.104747, -0.782175], [-0.247186, -0.730713, -0.980354], [1.412641, 0.895516, 0.376165], [-1.734170, 2.039943, -0.020356], [3.919933, -1.860086, 0.369575], [2.714537, 0.203727, -0.532075], [0.444491, 2.676334, 0.802738], [-0.905089, 1.365036, -0.155443], [2.335092, -1.623242, 1.154468], [3.737069, -0.631936, 1.648466], [-3.146423, 0.733414, -1.247837], [0.350477, 1.729019, 0.280444], [3.248292, -1.138657, 0.822543]], "atomic_forces_ev_per_a": [[0.1, 0.0, 0.0], [0.0, -0.1, 0.1], [0.0, -0.1, -0.1], [-0.4, -0.3, -0.2], [0.0, 0.2, 0.2], [0.0, -0.6, -0.1], [0.0, 0.1, 0.0], [0.1, 0.0, -0.1], [0.5, -0.2, 0.4], [0.2, 0.2, -0.1], [0.2, 0.5, 0.0], [0.0, 0.0, -0.1], [0.0, 0.0, 0.0], [-0.1, 0.1, 0.0], [-0.7, 0.0, 0.1], [0.0, 0.2, -0.2]], "nbo_charge": [-0.694, 0.230, 0.229, 0.517, -0.620, -0.217, 0.213, 0.222, 0.654, 0.261, -0.445, 0.243, 0.228, 0.209, -0.253, -0.778]}

# 4
{"formula": "C6H8S", "method": "ωB97M-V/def2-TZVPD", "gap_ha": [0.2866, 0.2912], "e_above_lowest_kcal_mol": 153.21, "species": ["H", "C", "H", "C", "H", "C", "C", "H", "H", "H", "C", "C", "H", "S", "H"], "positions_angstrom": [[-1.651545, -0.655299, 0.348817], [1.300015, 0.035817, 0.485118], [0.447023, -1.578818, 1.766183], [0.059055, 0.674733, 0.313790], [0.154462, -3.198372, -0.451970], [-0.796030, 3.261369, 0.138444], [0.803760, -2.392619, -0.207768], [-0.409488, 2.849875, 1.158445], [0.975854, -1.955756, -1.229537], [-0.131563, 3.691413, -0.583410], [-0.694785, -0.451848, 0.468660], [0.466181, -1.271946, 0.765629], [-1.817272, 3.107661, -0.151543], [2.870353, 0.396541, 0.556884], [1.788540, -2.639810, 0.272257]], "atomic_forces_ev_per_a": [[-4.4, -0.9, -0.3], [1.8, -0.6, 1.3], [0.5, -0.6, 1.6], [-2.6, 0.8, -0.7], [-0.7, -0.8, 0.9], [1.2, -2.2, 2.2], [2.5, 1.6, -0.3], [-0.9, 1.4, -2.0], [0.2, -0.1, 1.0], [0.4, 0.1, 0.0], [3.4, 3.3, -0.3], [0.0, -0.8, -1.8], [-0.3, -0.1, 0.1], [-0.5, -0.2, -0.2], [-0.6, -0.9, -1.3]], "nbo_charge": [0.200, -0.177, 0.210, 0.015, 0.225, -0.491, -0.627, 0.211, 0.213, 0.182, -0.143, -0.279, 0.174, 0.059, 0.230]}

# 5
{"formula": "C6H9BF2IrNO5", "method": "ωB97M-V/def2-TZVPD", "gap_ha": [0.2594, 0.2651], "e_above_lowest_kcal_mol": 32.62, "species": ["O", "F", "C", "O", "H", "H", "B", "N", "H", "C", "F", "H", "C", "O", "Ir", "C", "O", "H", "C", "H", "O", "H", "H", "C", "H"], "positions_angstrom": [[1.661213, 3.169927, -0.920967], [-1.849726, 0.789218, -2.334859], [1.376134, 2.017828, -0.740454], [1.715908, 1.018741, -1.533612], [-1.215906, 0.544143, 1.979257], [-2.872218, -0.842348, 0.850905], [-0.733675, 0.179102, -2.783463], [0.373991, 0.197872, 0.616779], [-2.239510, -1.731269, -1.236209], [-1.990974, -0.517833, 0.295550], [-0.621915, 0.215702, -4.104775], [-0.422842, 2.130321, 0.333090], [1.491997, -1.944986, 0.984632], [1.720443, -2.742765, 1.861188], [0.617840, -0.620258, -1.442037], [-0.883025, -0.224979, 1.280005], [-1.554193, -1.580822, -0.575764], [1.597517, -0.279794, 2.318606], [1.550491, -0.452887, 1.241528], [1.021494, 2.071825, 1.363197], [1.171547, -2.213923, -0.252261], [-0.672220, -1.138559, 1.836773], [-2.238020, 0.363706, -0.291784], [0.542568, 1.644967, 0.479235], [2.453081, -0.052928, 0.775441]], "atomic_forces_ev_per_a": [[0.3, 0.0, 0.0], [-0.2, -0.1, -0.2], [-0.2, -0.2, -0.1], [0.4, 0.5, -0.8], [0.1, 0.0, 0.0], [0.0, 0.0, 0.0], [0.6, 1.2, 0.5], [0.0, -0.8, -1.4], [0.0, 0.0, 0.0], [0.0, 0.0, -0.1], [0.0, -0.4, -0.1], [-0.1, -0.1, 0.1], [-0.2, -0.3, -0.2], [0.1, 0.0, 0.0], [-1.1, 0.2, 1.8], [-0.1, -0.3, -0.1], [0.0, 0.1, 0.1], [-0.1, 0.2, 0.0], [0.3, 0.3, 0.5], [-0.1, 0.0, 0.1], [0.5, -0.4, 0.0], [0.0, 0.0, 0.1], [0.0, 0.0, 0.0], [-0.1, 0.3, -0.1], [0.0, 0.1, 0.0]], "nbo_charge": [-0.568, -0.528, 0.768, -0.687, 0.222, 0.197, 0.930, -0.358, 0.497, -0.091, -0.497, 0.241, 0.755, -0.592, 1.044, -0.254, -0.716, 0.224, -0.363, 0.233, -0.783, 0.237, 0.207, -0.359, 0.243]}

# 6
{"formula": "C6H9BF2O7S", "method": "ωB97M-V/def2-TZVPD", "gap_ha": 0.4253, "smiles": "C[C@H](F)[C@]1(S(=O)(=O)F)OC(=O)O[C@@H]1CB(O)O", "species": ["H", "C", "O", "H", "C", "F", "H", "H", "O", "O", "H", "H", "O", "F", "S", "H", "C", "O", "B", "C", "H", "O", "O", "H", "C", "C"], "positions_angstrom": [[-1.098745, -1.043187, 1.467013], [-1.513567, -1.056373, -2.096784], [2.528548, -1.467864, -1.870698], [-1.440608, -1.882682, -1.396995], [-0.310683, -0.298183, 1.586997], [-1.652246, 1.265665, -2.377398], [-0.796029, -1.164410, -2.904795], [1.485605, 0.273037, 0.586980], [-1.216467, 2.763564, -0.076217], [1.193104, 2.598647, 0.424903], [2.182565, 0.556069, 3.178459], [0.183049, -2.473710, 2.956330], [1.011378, 0.204418, -1.837706], [0.451262, 3.018380, -1.809952], [0.096553, 2.376082, -0.455214], [-2.099911, 0.372786, -0.613142], [-1.372671, 0.283516, -1.418732], [0.858267, -1.416122, -0.325956], [0.618289, -0.589870, 2.858776], [0.519722, -0.177226, 0.339508], [-2.504248, -1.088134, -2.546022], [0.767747, -1.835234, 3.378005], [1.265861, 0.471006, 3.460888], [-0.773888, 0.672090, 1.767524], [1.577215, -0.966538, -1.389487], [0.039900, 0.604274, -0.886283]], "atomic_forces_ev_per_a": [[-0.1, 0.0, -0.2], [-0.2, 0.0, -0.1], [-0.1, -0.2, -0.2], [0.1, 0.0, 0.1], [-0.2, -0.4, 0.2], [0.0, -0.2, 0.2], [0.2, -0.1, 0.0], [-0.1, 0.2, 0.2], [0.2, 0.0, -0.2], [0.0, 0.0, -0.4], [0.0, 0.2, 0.4], [0.2, -0.1, 0.0], [0.4, 0.5, 0.2], [0.0, 0.1, -0.3], [0.1, -0.2, 0.8], [0.0, 0.2, 0.1], [0.1, 0.1, -0.1], [0.5, 0.0, 0.5], [-0.2, 0.1, 0.1], [0.2, 0.1, -0.1], [-0.1, 0.0, 0.0], [-0.2, 0.0, 0.0], [0.2, -0.3, -0.5], [-0.1, 0.1, 0.0], [-0.2, -0.1, -0.2], [-0.7, -0.2, -0.2]], "nbo_charge": [0.230, -0.653, -0.519, 0.229, -0.813, -0.359, 0.230, 0.211, -0.886, -0.898, 0.508, 0.494, -0.492, -0.448, 2.411, 0.196, 0.182, -0.508, 1.149, 0.080, 0.238, -0.859, -0.919, 0.268, 0.971, -0.045]}

# 7
{"formula": "C6H9Br2CsF3NO4S2", "method": "ωB97M-V/def2-TZVPD", "gap_ha": 0.3534, "species": ["H", "Br", "S", "F", "O", "H", "O", "C", "H", "Br", "F", "C", "Cs", "H", "S", "H", "N", "O", "C", "H", "H", "H", "F", "H", "O", "C", "C", "C"], "positions_angstrom": [[3.400816, 0.796075, 0.858509], [-4.472042, 0.243819, 0.533940], [0.416597, 1.552058, 0.807436], [-4.063601, -2.255547, -1.436447], [2.389683, 1.365993, -2.507429], [-1.238555, 1.515584, -0.900823], [0.459426, 0.097015, -1.793846], [-3.074056, -2.007683, -0.561554], [3.513035, -0.694416, -1.562518], [-3.511158, -2.940239, 1.085312], [-1.950198, -2.534712, -1.056578], [-1.234339, 1.319435, 0.159217], [0.906927, 0.945090, 3.582765], [-0.873446, -0.767056, 0.037238], [1.689055, 0.757635, -1.418570], [3.216774, -0.925957, 1.279402], [1.460024, 1.913275, -0.292902], [0.783315, 0.377205, 1.659859], [3.529006, -0.221004, 0.520320], [-1.860286, -0.286067, 1.438339], [2.186681, -1.421097, -0.730706], [-1.917951, 1.964458, 0.693881], [-2.869768, 0.034336, -1.669949], [4.590471, -0.391451, 0.387186], [0.332413, 2.686546, 1.712837], [-1.681014, -0.136245, 0.385900], [2.784533, -0.521688, -0.784303], [-2.912340, -0.465360, -0.426515]], "atomic_forces_ev_per_a": [[-0.1, 0.2, 0.1], [-0.1, 0.2, -0.4], [0.4, 1.5, -0.6], [0.1, 0.0, 0.0], [0.4, 0.4, 0.1], [0.2, 0.3, -0.2], [-0.5, -0.2, 0.6], [-0.7, 0.0, -0.3], [0.0, 0.2, -0.5], [0.2, 0.1, 0.0], [0.1, 0.1, -0.1], [-0.5, -1.3, 0.2], [1.2, 2.0, 12.0], [0.1, -0.3, 0.0], [0.5, 0.1, -1.5], [-0.2, 0.1, 0.4], [-0.4, -1.2, 0.0], [-1.2, -2.9, -10.5], [0.2, -0.5, -0.2], [-0.1, -0.4, 0.2], [-0.3, -0.1, 0.2], [0.2, 0.5, 0.1], [0.0, 0.1, -0.2], [0.2, 0.1, -0.1], [-0.5, 0.7, -0.5], [0.6, 0.7, -0.7], [0.2, 0.1, 0.6], [-0.2, -0.6, 1.3]], "mulliken_charge": [0.218, -0.068, 1.750, -0.206, -0.712, 0.489, -0.614, 0.434, 0.444, -0.108, -0.185, -1.254, 0.867, 0.462, 1.141, 0.184, -0.620, -1.099, -0.805, 0.675, 0.366, 0.720, -0.301, 0.359, -0.932, -0.826, -0.677, 0.299]}

# 8
{"formula": "C6H9BrNS", "method": "ωB97M-V/def2-TZVPD", "gap_ha": [0.3206, 0.3206], "e_above_lowest_kcal_mol": 0.00, "total_charge": 1, "species": ["H", "H", "C", "C", "C", "H", "N", "H", "H", "C", "H", "H", "Br", "H", "S", "C", "C", "H"], "positions_angstrom": [[2.146267, 1.829746, 0.576524], [0.507631, -1.638462, -0.054448], [0.153273, -0.749492, 0.592108], [-1.514602, -1.154494, -1.743468], [-0.971452, 0.134453, -1.350525], [1.058453, 3.157459, 0.786355], [-0.204930, 0.330403, -0.261689], [-1.827102, -1.099598, -2.852016], [0.937902, 1.456320, 1.610357], [0.105946, 1.651142, -0.089139], [-2.263742, -1.687350, -1.111225], [-0.507671, -1.706057, -1.713742], [-0.654741, 4.449436, -1.170860], [-0.707324, -1.037811, 1.147340], [-1.462856, 1.618008, -2.139652], [-0.547188, 2.545876, -1.091213], [1.169389, 2.140176, 0.815946], [0.886923, -0.556835, 1.417245]], "atomic_forces_ev_per_a": [[1.3, -0.2, -1.1], [-0.4, 1.4, 1.3], [1.7, -2.4, 0.5], [1.6, -1.5, -2.0], [-1.8, 2.0, 0.2], [0.0, 2.5, 1.3], [-0.7, 2.0, -2.2], [0.3, -0.3, 1.9], [0.2, 1.2, 2.1], [-0.4, 3.7, -3.6], [0.6, 0.7, -0.3], [-1.7, -0.4, -0.4], [0.4, -1.2, 0.2], [-1.0, -0.5, 0.2], [0.4, -2.0, 0.5], [1.6, -1.9, 3.2], [-1.7, -3.4, -0.4], [-0.3, 0.3, -1.4]], "nbo_charge": [0.249, 0.246, -0.443, -0.690, 0.120, 0.256, -0.312, 0.275, 0.232, 0.214, 0.279, 0.245, 0.214, 0.239, 0.651, -0.392, -0.647, 0.261]}